(1)
{
  "formula": "C7H14",
  "method": "wB97M-V/def2-TZVPD",
  "species": ["H", "H", "C", "H", "H", "C", "C", "H", "H", "H", "H", "H", "H", "H", "H", "C", "C", "C", "C", "H", "H"],
  "xyz": [[2.684, 0.823, -3.495], [2.084, 2.241, -2.679], [1.780, 0.308, -1.634], [-2.046, 0.876, 0.942], [-3.106, -0.442, 0.764], [2.536, 1.267, -2.512], [0.378, -0.466, 0.328], [-1.820, -1.519, 2.796], [3.525, 1.279, -2.044], [0.577, 1.533, -0.542], [0.512, -0.049, 1.323], [-2.549, -0.100, 3.297], [-1.355, -0.531, -0.951], [2.120, -0.723, -1.780], [-1.295, -1.931, 0.037], [-1.110, -0.859, 0.060], [-1.856, -0.442, 2.538], [-2.075, -0.221, 1.059], [0.905, 0.494, -0.655], [0.965, -1.391, 0.296], [-0.853, -0.146, 2.851]],
  "nbo_charge": [0.21, 0.22, -0.17, 0.19, 0.20, -0.64, -0.44, 0.20, 0.22, 0.18, 0.21, 0.22, 0.21, 0.18, 0.20, -0.39, -0.62, -0.40, -0.19, 0.21, 0.20],
  "lumo_energy_ha": 0.0448,
  "homo_lumo_gap_ev": 10.274,
  "smiles": "C/C=C/CCCC",
  "e_above_lowest_kcal_mol": 28.2
}

(2)
{
  "formula": "C2H2NaOTl",
  "method": "wB97M-V/def2-TZVPD",
  "species": ["H", "O", "Tl", "Na", "H", "C", "C"],
  "xyz": [[2.635, 1.990, -0.527], [1.588, -0.810, -1.102], [0.057, -2.534, 1.347], [0.596, 1.220, 1.155], [1.781, 0.388, -3.062], [2.089, 0.605, -2.031], [1.966, 1.739, -1.379]],
  "nbo_charge": [0.17, -0.90, 0.17, 0.78, 0.20, 0.04, -0.45],
  "lumo_energy_ha": [-0.0315, -0.0263],
  "homo_lumo_gap_ev": [6.506, 4.710],
  "e_above_lowest_kcal_mol": 89.3
}

(3)
{
  "formula": "C12H20Br2FO7PS",
  "method": "wB97M-V/def2-TZVPD",
  "species": ["C", "H", "Br", "O", "H", "O", "H", "H", "S", "Br", "H", "O", "C", "C", "P", "C", "H", "H", "H", "C", "C", "H", "H", "O", "H", "O", "O", "H", "C", "H", "C", "C", "H", "C", "H", "H", "C", "H", "H", "O", "C", "H", "H", "F"],
  "xyz": [[0.998, -0.233, 0.434], [-4.386, 1.869, -5.619], [0.407, -4.765, 0.866], [1.413, 1.641, 3.406], [4.815, 1.334, 2.009], [-0.349, -0.405, -0.036], [0.032, 1.484, -0.838], [-3.433, 0.168, -7.071], [2.743, 2.136, 2.956], [-1.109, -0.736, 3.102], [1.821, -0.842, 3.684], [2.494, 3.264, 1.981], [-0.930, -2.558, 2.319], [-2.191, -3.498, 2.556], [1.702, -1.791, 1.298], [-2.993, 0.244, -6.076], [-2.799, -0.763, -5.699], [1.149, 0.714, 1.043], [4.471, -0.362, 3.716], [3.759, 0.899, 2.050], [-2.049, 0.934, -1.305], [-2.093, 1.965, -1.782], [-1.902, 0.201, -2.153], [-0.789, 2.359, -4.622], [4.575, -1.145, 2.087], [3.535, 2.811, 4.251], [-2.880, 1.597, -4.243], [-3.047, 0.771, -0.807], [3.893, -0.519, 2.756], [-2.014, -4.561, 2.230], [2.539, -1.320, 2.937], [0.216, -2.932, 1.632], [3.922, 3.646, 3.908], [-3.832, 1.057, -5.139], [-2.997, -3.087, 1.857], [-1.014, 1.540, 0.645], [-1.725, 1.706, -4.958], [3.459, 0.785, 0.957], [1.655, -0.101, -0.497], [-1.777, 0.980, -6.109], [-0.825, 0.952, -0.302], [2.822, -2.318, 3.419], [-2.596, -3.391, 3.600], [-4.687, 0.270, -4.441]],
  "nbo_charge": [-0.35, 0.16, 0.05, -0.89, 0.26, -0.56, 0.17, 0.21, 2.21, 0.07, 0.26, -0.94, -0.03, -0.68, 0.72, -0.13, 0.21, 0.21, 0.23, -0.65, -0.64, 0.22, 0.22, -0.55, 0.23, -0.85, -0.49, 0.21, -0.42, 0.25, -0.72, -0.41, 0.52, 0.44, 0.24, 0.19, 0.96, 0.28, 0.19, -0.48, -0.07, 0.25, 0.24, -0.32],
  "lumo_energy_ha": 0.0063,
  "homo_lumo_gap_ev": 8.426,
  "smiles": "CCOCP(CCCS(=O)(=O)O)/C(Br)=C(/C)Br.O=C1OC[C@@H](F)O1"
}